No. 1
Computed, not measured: a structure of composition C2H2FIrO in a non-equilibrium geometry, with ωB97M-V/def2-TZVPD.

As for the lowest unoccupied orbital energy (alpha / beta): -5.399 / -8.746 eV. As for the spin multiplicity: 6. The total energy is -9692.7591 eV. As for the net charge: +1. As for the HOMO-LUMO gap (alpha / beta): 7.668 / 8.205 eV. Its energy relative to the best compared isomer or geometry (same formula, charge and spin) is 1.832 eV. The expectation value of S² is 8.778.

CARTESIAN COORDINATES (ANGSTROEM)
C: 0.003 0.233 0.216
C: 0.949 -0.647 0.107
O: -0.435 1.369 -0.075
H: 0.681 -1.683 -0.114
H: -1.951 0.955 -0.246
Ir: 2.895 -0.049 0.166
F: -2.143 -0.176 -0.055

Here are the natural (NBO) charges for atoms 1 to 4, given in e: 0.6741 -0.5562 -0.4045 0.2934



No. 2
Computed, not measured: a cluster of 2 separate species, C2H7O2 in total in a non-equilibrium geometry, with ωB97M-V/def2-TZVPD.

As for the lowest unoccupied orbital energy: -5.472 eV. As for the spin multiplicity: 1. The total energy is -6274.7744 eV. As for the net charge: +1. As for the HOMO-LUMO gap: 11.910 eV. Its energy relative to the best compared isomer or geometry (same formula, charge and spin) is 0.192 eV.

CARTESIAN COORDINATES (ANGSTROEM)
O: 2.539 -0.087 0.924
H: 1.066 -0.088 0.588
H: 2.903 0.809 0.969
H: 2.813 -0.635 1.665
O: 0.083 0.238 0.538
C: -0.516 0.037 -0.538
C: -1.962 -0.026 -0.637
H: 0.116 -0.205 -1.393
H: -2.453 0.650 0.064
H: -2.356 -1.040 -0.562
H: -2.234 0.346 -1.617

Here are the natural (NBO) charges for atoms 1 to 4, given in e: -0.9427 0.5404 0.5221 0.5242



No. 3
Computed, not measured: a structure of composition C18H33F5N2OPdS2 in a non-equilibrium geometry, with ωB97M-V/def2-TZVPD.

As for the lowest unoccupied orbital energy: -11.355 eV. As for the spin multiplicity: 1. The total energy is -62945.3126 eV. As for the net charge: +2. As for the HOMO-LUMO gap: 2.723 eV.

CARTESIAN COORDINATES (ANGSTROEM)
C: 3.153 -3.114 2.071
C: 3.825 -1.785 2.483
N: 2.895 -0.644 2.495
C: 2.164 -0.518 3.712
C: 1.088 0.555 3.763
C: 2.272 -0.363 1.256
S: 0.804 -0.821 0.826
S: 3.289 0.589 0.198
C: 2.343 2.162 0.155
C: 2.690 2.996 -1.070
C: 2.434 2.310 -2.412
N: 1.011 2.091 -2.626
C: 0.518 0.719 -2.486
C: 0.815 -0.120 -3.744
C: -0.961 0.703 -2.095
O: -1.068 0.570 -0.678
C: -2.413 0.381 -0.242
C: -2.827 -1.094 -0.268
C: -3.446 -1.621 -1.578
C: -4.201 -2.923 -1.260
C: -4.405 -0.621 -2.230
C: -2.532 0.923 1.185
F: -1.988 0.051 2.105
F: -3.858 1.067 1.485
C: -1.861 2.291 1.463
F: -0.511 2.154 1.570
F: -2.117 3.150 0.463
F: -2.305 2.802 2.618
H: 3.080 -3.178 0.982
H: 3.784 -3.951 2.373
H: 2.070 -3.205 2.398
H: 4.268 -1.821 3.477
H: 4.623 -1.610 1.755
H: 1.689 -1.558 3.985
H: 2.918 -0.363 4.492
H: 1.044 0.947 4.777
H: 1.291 1.351 3.049
H: 0.098 0.138 3.547
H: 1.287 1.907 0.167
H: 2.632 2.689 1.067
H: 2.005 3.848 -1.028
H: 3.706 3.394 -1.001
H: 2.984 1.358 -2.493
H: 2.828 2.971 -3.186
H: 0.709 2.467 -3.515
H: 1.059 0.271 -1.647
H: 1.852 -0.459 -3.742
H: 0.157 -0.990 -3.785
H: 0.655 0.462 -4.654
H: -1.456 1.622 -2.428
H: -1.459 -0.136 -2.583
H: -3.091 0.993 -0.841
H: -3.524 -1.305 0.547
H: -1.919 -1.666 -0.048
H: -2.658 -1.880 -2.294
H: -3.598 -3.579 -0.630
H: -4.492 -3.442 -2.171
H: -5.100 -2.676 -0.687
H: -5.023 -1.141 -2.965
H: -5.082 -0.187 -1.490
H: -3.888 0.177 -2.766
Pd: 1.742 -3.340 4.179

Here are the natural (NBO) charges for atoms 1 to 4, given in e: -0.6216 -0.2462 -0.2807 -0.1529



No. 4
Computed, not measured: a structure of composition C44H41AsGeN3O2ReS2 in a non-equilibrium geometry, with ωB97M-V/def2-TZVPD.

As for the lowest unoccupied orbital energy (alpha / beta): 2.019 / 1.609 eV. As for the spin multiplicity: 4. The total energy is -196010.6922 eV. As for the net charge: -1. As for the HOMO-LUMO gap (alpha / beta): 4.426 / 5.762 eV. Its energy relative to the best compared isomer or geometry (same formula, charge and spin) is 0.000 eV. The expectation value of S² is 3.850.

CARTESIAN COORDINATES (ANGSTROEM)
Re: 0.907 0.542 0.476
O: 3.281 3.897 -0.325
C: 2.753 2.756 -0.346
N: 1.964 2.252 0.667
C: 2.071 3.004 1.962
C: 1.558 2.038 2.971
C: 1.721 2.178 4.344
C: 1.240 1.205 5.207
C: 0.486 0.158 4.691
C: 0.197 0.121 3.336
N: 0.721 1.039 2.466
C: 2.868 1.802 -1.454
C: 3.605 2.112 -2.599
C: 3.635 1.184 -3.628
C: 2.890 0.002 -3.482
C: 2.192 -0.238 -2.304
N: 2.168 0.631 -1.249
H: 1.649 4.010 1.975
H: 3.128 3.214 2.158
H: 2.207 3.091 4.648
H: 1.465 1.253 6.246
H: 0.074 -0.599 5.366
H: -0.448 -0.630 2.889
H: 4.143 3.041 -2.654
H: 4.215 1.377 -4.501
H: 2.913 -0.765 -4.274
H: 1.673 -1.220 -2.212
C: -0.919 0.132 -0.049
Ge: -2.167 1.561 -0.648
C: -2.484 1.638 -2.625
C: -1.738 0.896 -3.555
C: -2.069 0.811 -4.887
C: -3.163 1.536 -5.368
C: -3.894 2.369 -4.458
C: -3.512 2.418 -3.110
C: -1.749 3.501 -0.463
C: -1.076 4.207 -1.489
C: -0.569 5.473 -1.295
C: -0.926 6.218 -0.155
C: -1.666 5.581 0.828
C: -2.078 4.280 0.677
C: -3.708 1.334 0.502
C: -5.014 1.637 0.041
C: -6.115 1.604 0.888
C: -5.893 1.433 2.245
C: -4.645 1.135 2.735
C: -3.552 1.047 1.835
H: -0.913 0.284 -3.239
H: -1.437 0.170 -5.556
H: -3.490 1.466 -6.409
H: -4.775 3.004 -4.719
H: -4.019 3.129 -2.465
H: -0.861 3.657 -2.374
H: -0.002 5.919 -2.140
H: -0.677 7.262 -0.104
H: -1.974 6.086 1.751
H: -2.658 3.811 1.486
H: -5.102 1.810 -1.021
H: -7.117 1.807 0.520
H: -6.764 1.441 2.962
H: -4.466 0.862 3.775
H: -2.655 0.533 2.208
C: 8.074 -3.142 2.778
C: 8.179 -4.651 2.779
O: 9.218 -5.202 2.994
S: 6.756 -5.716 2.524
C: 5.484 -4.694 2.113
C: 4.770 -3.932 3.066
C: 3.600 -3.286 2.690
C: 3.231 -3.155 1.348
C: 3.973 -3.940 0.404
C: 5.097 -4.658 0.747
C: 2.441 -2.092 0.976
C: 1.567 -1.207 0.976
H: 9.006 -2.662 3.050
H: 7.282 -2.766 3.470
H: 7.822 -2.747 1.770
H: 5.076 -3.876 4.088
H: 3.102 -2.701 3.458
H: 3.717 -3.875 -0.693
H: 5.651 -5.268 0.069
C: -3.419 -5.020 -3.470
As: -3.275 -3.945 -1.739
C: -3.928 -5.253 -0.415
C: -4.950 -2.777 -1.910
S: -1.917 -1.184 0.032
H: -4.417 -4.956 -3.955
H: -3.147 -6.082 -3.341
H: -2.753 -4.483 -4.187
H: -4.905 -5.639 -0.630
H: -3.993 -4.745 0.554
H: -3.170 -6.012 -0.338
H: -5.723 -3.412 -2.356
H: -4.592 -1.995 -2.617
H: -5.281 -2.432 -0.933

Here are the Löwdin charges for atoms 1 to 4, given in e: 1.3787 -0.0269 -0.4989 -0.1457



No. 5
Computed, not measured: a cluster of 2 separate species, C19H19ClF3N2O4S2 in total in a non-equilibrium geometry, with ωB97M-V/def2-TZVPD.

As for the lowest unoccupied orbital energy: 2.158 eV. As for the spin multiplicity: 1. The total energy is -73524.9302 eV. As for the net charge: -1. As for the HOMO-LUMO gap: 6.026 eV.

CARTESIAN COORDINATES (ANGSTROEM)
C: 6.410 -3.860 -0.458
C: 5.282 -3.025 0.102
O: 4.931 -2.020 -0.891
C: 4.045 -1.084 -0.481
C: 4.072 0.170 -1.399
N: 3.444 1.157 -0.599
C: 4.065 2.189 -0.215
C: 3.859 2.776 1.108
C: 4.045 4.139 1.386
C: 3.796 4.618 2.665
C: 3.365 3.735 3.671
Cl: 3.125 4.347 5.254
C: 3.232 2.349 3.408
C: 3.455 1.894 2.110
O: 3.542 -1.083 0.632
H: 6.614 -4.660 0.258
H: 6.189 -4.311 -1.427
H: 7.333 -3.272 -0.564
H: 4.372 -3.609 0.262
H: 5.597 -2.607 1.066
H: 5.180 0.267 -1.602
H: 4.804 2.716 -0.856
H: 4.437 4.787 0.599
H: 4.008 5.644 2.945
H: 2.991 1.633 4.169
H: 3.322 0.841 1.861
C: 2.079 -3.055 -2.249
N: 1.705 -2.155 -1.193
S: 3.612 0.668 -3.123
C: 4.344 -0.652 -4.205
F: 3.195 -1.193 -4.766
F: 5.115 0.036 -5.103
F: 5.059 -1.721 -3.796
S: 0.302 -1.325 -1.239
C: 0.529 0.477 -0.880
C: 0.453 0.779 0.477
C: 0.370 2.105 0.922
C: 0.544 3.167 0.043
C: 0.657 2.878 -1.320
C: 0.589 1.552 -1.793
O: -0.321 -1.157 -2.541
O: -0.548 -1.802 -0.181
H: 3.180 -2.987 -2.332
H: 1.795 -4.064 -1.933
H: 1.800 -2.927 -3.322
H: 0.448 -0.031 1.194
H: 0.179 2.297 1.988
H: 0.588 4.193 0.458
H: 0.782 3.722 -2.015
H: 0.582 1.338 -2.860

Here are the natural (NBO) charges for atoms 1 to 4, given in e: -0.6220 -0.0705 -0.5322 0.8450



No. 6
Computed, not measured: a cluster of 2 separate species, C8H6N2O2 in total in a non-equilibrium geometry, with ωB97M-V/def2-TZVPD.

Its structure (SMILES) is C=NC1=CN=CC=C=C1.O=C=O. As for the lowest unoccupied orbital energy: 0.229 eV. As for the spin multiplicity: 1. The total energy is -15463.8672 eV. As for the net charge: 0. As for the HOMO-LUMO gap: 9.026 eV. Its energy relative to the best compared isomer or geometry (same formula, charge and spin) is 5.324 eV.

CARTESIAN COORDINATES (ANGSTROEM)
C: -2.636 1.267 1.833
N: -2.088 0.195 1.424
C: -0.702 0.191 1.211
C: -0.418 -0.843 0.375
N: 0.710 -1.316 -0.200
C: 1.649 -0.650 -0.683
C: 1.654 0.746 -0.570
C: 1.193 1.269 0.500
C: 0.656 1.003 1.676
H: -3.719 1.177 1.959
H: -2.139 2.259 2.130
H: -1.288 -1.449 -0.057
H: 2.349 -1.113 -1.343
H: 1.915 1.267 -1.489
H: 0.921 1.412 2.600
O: 0.344 -2.845 -2.749
C: 0.665 -1.805 -3.129
O: 0.934 -0.764 -3.488

Here are the natural (NBO) charges for atoms 1 to 4, given in e: -0.0579 -0.3973 0.0791 0.0069